Density functional theory data (the ωB97M-V functional and the def2-TZVPD basis) for an isolated molecule of C8H7N3O4.

Geometry (Å):
C  1.526  -0.988  1.525
O  -2.366  1.833  0.187
H  2.051  0.512  2.899
C  0.067  -0.426  -0.289
H  1.799  -3.144  0.541
O  -2.592  0.989  1.120
O  -0.647  3.104  -0.533
C  -1.022  1.809  -0.467
C  0.704  1.292  1.311
O  -0.435  -1.848  -2.299
H  0.403  2.258  1.667
N  -1.535  1.351  -1.741
N  1.058  -2.678  0.071
N  -1.428  0.143  -2.173
C  -0.605  -0.701  -1.612
C  1.580  0.316  1.952
H  0.448  -3.244  -0.449
H  -0.725  3.498  -1.454
H  -0.904  -1.829  -3.138
H  1.876  -1.679  2.245
C  0.882  -1.395  0.384
C  -0.135  0.829  0.250

## Properties
- energy (hartree) = -774.064028
- frontier orbital gap (alpha / beta) (hartree) = 0.26846 / 0.28440



Density functional theory data (the ωB97M-V functional and the def2-TZVPD basis) for a structure of composition C21H47InO2P3.

Geometry (Å):
H  2.098  -3.024  -0.624
C  -0.385  -2.623  0.956
H  3.556  -2.188  -0.046
H  2.285  3.312  1.795
H  4.445  0.317  3.116
H  -1.123  -0.495  5.826
H  -1.706  -1.725  3.087
H  4.177  -0.363  1.479
H  3.836  2.760  2.492
C  -3.022  -1.219  -6.102
H  -2.750  2.233  -2.351
H  -1.400  -2.296  1.204
H  -1.688  0.797  -2.454
H  1.544  -3.230  1.669
H  -3.590  -0.379  -6.492
C  -1.926  -1.065  -5.200
H  0.050  -1.412  4.875
H  0.778  2.414  -2.461
H  0.003  -1.852  -4.653
C  1.205  -0.878  -2.781
H  -3.465  1.203  4.636
H  3.447  2.439  0.772
O  -1.775  -0.037  -4.281
C  -1.369  -3.388  -5.356
H  0.381  -1.596  -2.658
H  0.314  -2.711  2.961
H  -0.997  2.237  3.172
H  -2.084  4.321  0.183
H  -3.499  1.658  2.915
C  -1.613  3.415  0.588
H  -0.248  -2.941  -0.088
H  -3.100  2.877  4.124
C  -1.019  -1.273  5.062
H  -2.353  2.865  1.199
C  3.035  2.512  1.786
C  -1.789  -0.904  3.809
H  2.757  1.398  4.606
O  -1.242  0.225  3.141
H  -0.805  3.733  1.267
H  -2.380  0.707  -4.444
H  -1.410  -2.216  5.467
C  -2.163  1.512  -1.753
C  -1.514  1.481  3.787
C  3.421  0.484  -1.546
H  1.914  -1.275  -3.525
P  2.275  0.939  2.297
C  2.845  -2.265  -0.879
H  0.786  0.067  -3.156
P  -0.903  2.297  -0.669
H  -0.722  -4.204  -5.043
C  -0.980  -2.086  -5.067
H  3.387  -2.586  -1.781
H  0.074  4.037  -2.172
H  3.958  0.136  -2.441
H  -2.845  -0.713  4.050
C  -2.564  -3.618  -6.042
H  -4.210  -2.738  -7.115
C  0.542  -2.843  1.902
C  -3.331  -2.538  -6.480
C  3.713  -0.164  2.450
In  0.306  0.420  0.512
H  1.200  2.118  4.126
H  4.122  0.525  -0.699
C  -2.988  1.818  3.866
H  3.039  1.499  -1.741
C  1.838  1.233  4.036
C  0.407  3.106  -1.681
H  1.261  3.356  -1.021
H  3.405  -1.118  2.890
H  -2.866  -4.643  -6.245
P  2.041  -0.658  -1.170
H  1.288  0.380  4.449
H  -1.041  1.491  4.789
H  -2.866  0.936  -1.124

## Properties
- charge = +3
- energy (hartree) = -2192.010580
- frontier orbital gap (hartree) = 0.13087



Density functional theory data (the ωB97M-V functional and the def2-TZVPD basis) for the ion C15H24N3O3S with charge +1.

Geometry (Å):
C  4.949  0.460  0.435
H  6.797  1.294  1.129
H  5.540  3.125  -0.047
O  0.329  -1.503  -2.084
H  -3.104  -2.610  0.762
H  4.318  1.168  0.977
H  -9.356  -0.069  -0.500
C  1.899  -0.153  0.115
C  3.037  -0.893  -0.587
H  7.174  2.901  -0.669
C  -8.290  0.025  -0.449
H  -2.541  -1.975  2.321
C  0.662  -1.039  0.301
H  -4.420  1.358  0.786
C  -6.031  0.636  -0.351
N  -6.219  -0.640  -0.330
C  -2.251  -2.205  1.300
S  -7.500  1.576  -0.445
C  -0.089  -1.288  -0.994
C  -1.727  -0.937  0.598
H  3.344  -1.744  0.024
C  6.194  2.438  -0.579
H  3.931  0.873  -1.424
H  2.672  -1.275  -1.541
H  6.932  0.427  -0.399
N  -4.715  1.208  -0.269
H  -2.969  0.695  -1.427
O  -3.213  0.682  1.615
H  4.962  -0.555  -1.452
H  -4.017  -0.668  -1.004
N  -7.488  -0.971  -0.386
C  6.304  1.115  0.170
C  -2.837  0.064  0.642
H  0.987  -2.016  0.675
H  2.229  0.174  1.102
H  -0.357  0.656  1.180
C  -3.619  0.288  -0.651
H  5.800  2.289  -1.581
H  -1.463  -2.953  1.309
C  -0.405  -0.434  1.218
H  1.630  0.733  -0.465
H  -4.683  2.111  -0.751
O  -1.438  -1.213  -0.764
H  -0.308  -0.747  2.254
H  5.104  -0.410  1.078
C  4.248  0.005  -0.845

## Properties
- SMILES = CCCCCC[C@H]1C[C@@](C)(C(=O)C[NH2+]c2nncs2)OC1=O
- charge = +1
- energy (hartree) = -1373.887263
- frontier orbital gap (hartree) = 0.33690



Density functional theory data (the ωB97M-V functional and the def2-TZVPD basis) for an isolated molecule of C25H31N3O3S.

Geometry (Å):
C  8.250  0.186  1.390
C  -7.108  -3.034  2.120
C  3.958  1.258  -1.040
O  6.727  -1.833  0.559
H  -2.672  -0.896  -1.764
H  8.722  -0.796  1.282
H  8.986  0.974  1.214
H  5.002  -2.457  -0.791
C  2.920  0.219  -1.479
C  -4.706  1.776  -1.536
C  -5.464  1.911  -0.219
H  3.230  -1.052  0.222
C  -1.858  2.617  1.476
C  7.622  0.316  2.770
C  -2.572  1.363  -0.473
H  -6.181  -1.404  -2.135
C  5.355  0.801  -1.460
C  -6.652  -2.165  -0.195
O  1.865  0.659  1.132
H  -6.401  2.450  -0.351
H  7.110  1.272  2.862
H  -7.645  -2.477  -0.487
H  0.961  0.916  -1.860
H  -4.427  2.778  -1.882
H  3.734  2.228  -1.489
C  -6.223  -2.371  1.109
H  -5.658  0.939  0.232
N  5.643  -0.505  -0.917
H  -4.588  -2.116  2.467
C  -0.571  2.153  1.340
H  3.912  1.356  0.045
C  4.696  -1.534  -1.285
H  -8.144  -3.035  1.790
C  -2.860  2.236  0.588
C  -4.940  -1.963  1.457
N  -3.505  0.983  -1.436
C  -5.826  -1.559  -1.125
S  -4.460  2.902  0.923
C  -4.110  -1.364  0.529
H  4.738  -1.677  -2.372
H  -2.122  3.278  2.288
C  3.282  -1.137  -0.864
C  1.154  0.830  0.160
C  -4.547  -1.151  -0.775
H  0.202  2.434  2.037
H  -1.016  0.249  -1.415
H  -5.355  1.321  -2.288
H  2.939  0.132  -2.572
H  5.409  0.738  -2.555
H  6.110  1.504  -1.111
C  -0.255  1.303  0.281
H  -3.118  -1.048  0.819
H  2.571  -1.899  -1.188
C  -1.251  0.922  -0.603
N  1.570  0.621  -1.116
H  8.393  0.249  3.531
H  -7.043  -2.526  3.080
C  6.552  -0.749  0.055
C  -3.657  -0.429  -1.758
H  -4.074  -0.498  -2.767
H  6.903  -0.485  2.923
O  7.283  0.351  0.356
H  -6.795  -4.068  2.267

## Properties
- SMILES = CCOC(=O)N1CCC(NC(=O)c2ccc3c(c2)N(Cc2ccc(C)cc2)CCS3)CC1
- energy (hartree) = -1759.491230
- frontier orbital gap (hartree) = 0.30481



Density functional theory data (the ωB97M-V functional and the def2-TZVPD basis) for the ion C5H12N with charge +1.

Geometry (Å):
C  -0.732  0.375  0.913
N  1.774  -2.312  -0.111
H  -0.407  1.182  1.590
H  -0.108  -2.446  1.020
H  2.152  -1.693  -0.819
H  -1.229  2.586  -1.682
H  0.276  1.699  -1.339
H  -1.865  0.459  -0.959
H  -0.322  3.003  -0.248
C  -1.490  1.129  -0.185
H  2.471  -2.528  0.597
H  -2.275  1.749  0.253
C  -0.598  2.176  -0.889
C  0.421  -0.424  0.426
H  1.550  -3.154  -0.638
H  1.180  0.121  -0.105
H  -1.342  -0.175  1.639
C  0.545  -1.745  0.536

## Properties
- SMILES = CCC/C=C/[NH3+]
- charge = +1
- energy (hartree) = -252.181178
- frontier orbital gap (hartree) = 0.39919



Density functional theory data (the ωB97M-V functional and the def2-TZVPD basis) for a structure of composition C24H28AuN4O4S6Se.

Geometry (Å):
S  -3.809  0.046  1.485
C  5.400  -2.392  -1.504
C  -4.097  1.683  3.650
C  4.092  -1.512  0.324
S  -6.380  1.318  2.402
N  6.165  -3.161  -0.725
C  2.253  4.344  3.223
C  -4.665  1.063  2.620
H  5.624  -2.431  -2.567
H  -0.788  2.224  -1.416
H  -3.642  -1.737  -4.247
H  3.805  -0.982  -1.743
H  -2.030  -1.493  -3.588
C  1.189  1.830  3.830
H  0.464  -1.314  -3.806
C  4.381  -1.576  -1.046
Au  -1.681  0.087  2.401
S  -0.556  -0.934  0.469
H  -2.885  -2.085  -0.252
C  0.424  1.392  -3.012
H  -1.400  -5.034  -2.663
H  -0.271  1.256  -3.852
C  2.400  3.816  4.493
H  -3.652  -4.013  -3.049
H  0.356  0.994  -0.895
H  2.102  0.604  -4.086
H  0.538  1.799  1.771
H  -4.487  -2.054  -1.860
O  2.106  5.106  0.624
H  4.717  -2.341  2.210
C  -2.748  -3.508  -3.404
H  0.812  -1.304  -2.061
O  1.002  0.035  5.333
H  2.655  5.309  2.951
H  2.929  4.379  5.251
H  0.806  2.411  -3.085
S  -5.163  2.658  4.638
H  -0.630  -3.470  -2.931
C  -0.331  1.277  -1.692
C  0.710  0.450  4.235
N  -1.396  0.264  -1.764
C  1.210  -1.056  -3.047
H  1.992  2.126  5.769
C  -3.632  -1.440  -2.142
H  2.083  -1.691  -3.204
C  1.875  2.568  4.789
Se  2.727  -0.416  1.038
H  -4.021  -0.432  -2.323
S  -8.066  3.055  4.126
H  -1.646  -3.723  -1.520
C  -1.542  -3.956  -2.579
C  4.889  -2.327  1.141
C  5.883  -3.108  0.581
O  0.057  -0.282  3.363
H  2.312  0.642  -2.338
H  -2.596  -3.829  -4.437
C  1.035  2.353  2.555
N  1.407  4.164  0.936
S  -2.396  1.634  4.025
O  0.562  3.673  0.214
C  1.597  0.418  -3.134
C  -6.618  2.386  3.743
C  -2.985  -1.996  -3.413
H  -2.083  0.412  -2.489
N  -2.750  -1.409  -0.986
C  1.567  3.600  2.282
H  6.501  -3.735  1.218
C  -1.681  -0.631  -0.831

## Properties
- charge = -1
- energy (hartree) = -6377.599757
- frontier orbital gap (hartree) = 0.14251



Density functional theory data (the ωB97M-V functional and the def2-TZVPD basis) for a structure of composition C7H20NO2PPd.

Geometry (Å):
H  4.836  -2.459  0.627
N  4.003  -0.535  0.734
H  -4.431  0.506  -0.984
H  -1.850  0.931  -3.136
H  -1.418  -0.787  -3.329
H  5.221  -1.369  -0.758
C  2.794  -0.745  0.238
Pd  -0.008  -0.112  -0.041
H  2.556  -1.566  -0.442
H  -2.077  -2.720  -1.228
O  1.870  0.073  0.574
C  4.260  0.573  1.663
H  -3.152  -0.304  -3.282
C  5.087  -1.423  0.338
H  0.194  -1.581  -0.484
H  -0.824  -0.654  1.365
H  6.035  -1.144  0.818
H  4.014  1.533  1.177
H  -2.882  -2.180  0.268
O  1.500  0.975  -2.481
H  3.636  0.449  2.564
C  -2.784  -1.989  -0.811
H  -3.241  1.825  -0.706
H  5.316  0.602  1.976
P  -2.104  -0.299  -1.052
H  -3.767  -2.093  -1.303
C  0.946  0.654  -1.599
H  -3.598  0.665  0.604
H  0.170  1.259  0.811
H  -0.662  1.297  0.326
C  -2.145  -0.096  -2.876
C  -3.482  0.774  -0.485

## Properties
- 2S+1 = 3
- energy (hartree) = -952.916434
- ⟨S²⟩ = 2.010
- frontier orbital gap (alpha / beta) (hartree) = 0.16035 / 0.33453



Density functional theory data (the ωB97M-V functional and the def2-TZVPD basis) for a structure of composition C29H34BCl3N7O2STi.

Geometry (Å):
C  -3.502  -3.680  1.816
Cl  -0.549  1.772  -1.878
C  3.279  2.050  -2.998
C  0.455  4.183  0.963
H  -3.555  -4.652  2.295
O  -1.105  -0.980  1.724
H  -1.131  5.248  2.064
C  -1.034  -0.870  -2.218
C  -1.107  0.406  -2.823
H  3.684  2.428  -3.924
C  -2.373  -2.929  2.020
C  -0.670  4.331  1.730
H  1.402  -1.532  -2.579
N  -2.247  -1.691  1.398
H  -3.809  2.459  1.530
Cl  -2.679  -0.186  -6.466
C  3.433  1.034  2.345
Cl  -1.551  -3.519  -2.349
H  2.929  3.219  0.755
C  -4.383  -1.896  0.431
C  1.848  -2.259  2.599
C  -2.214  2.694  2.972
H  0.538  -2.491  0.861
H  -2.816  1.191  4.389
N  2.442  1.918  -0.959
C  3.791  -0.293  -4.785
H  3.128  0.324  -5.400
H  2.039  -2.314  -4.041
H  -4.358  2.909  3.160
C  2.273  -0.839  2.321
H  2.764  -2.748  2.944
C  -2.063  -0.445  -4.825
N  0.693  2.871  0.797
C  -3.256  -1.135  0.630
H  1.127  -0.793  -4.156
H  -1.527  -3.235  2.614
C  -2.221  1.251  3.472
C  0.830  -2.316  3.745
H  4.110  1.863  2.477
H  2.171  -3.114  0.629
S  -2.996  0.487  0.013
H  1.247  -1.856  4.647
H  1.006  -4.003  1.632
C  1.360  -3.006  1.356
C  3.385  -0.212  2.924
H  3.857  -1.165  -2.837
H  3.958  -1.233  -5.316
N  -0.284  2.132  1.440
N  2.444  0.658  -1.433
Ti  -0.298  0.223  0.442
H  -2.440  -2.556  -4.849
C  3.160  -0.558  -3.422
C  -1.591  0.628  -4.085
O  -0.521  -1.089  -1.071
C  -4.544  -3.208  1.010
H  -1.217  0.879  3.677
H  1.123  4.911  0.529
H  -5.427  -3.803  0.822
H  0.572  -3.355  3.975
H  -1.615  1.633  -4.489
H  -2.030  3.353  3.828
B  2.153  2.310  0.527
C  -1.561  -1.913  -3.022
H  -0.080  -1.782  3.469
H  3.038  3.824  -1.652
C  -2.056  -1.715  -4.286
C  1.856  -1.349  -3.555
C  -1.087  3.017  2.024
H  4.049  -0.633  3.662
H  -5.151  -1.461  -0.195
N  2.423  1.127  1.475
N  1.683  -0.023  1.457
H  4.749  0.225  -4.700
H  -3.615  4.131  2.109
H  -2.654  0.583  2.727
C  -3.584  3.077  2.403
C  2.961  2.768  -1.866
C  2.943  0.718  -2.651

## Properties
- charge = -2
- 2S+1 = 4
- energy (hartree) = -4312.480611
- ⟨S²⟩ = 3.771
- frontier orbital gap (alpha / beta) (hartree) = 0.11030 / 0.20471



Density functional theory data (the ωB97M-V functional and the def2-TZVPD basis) for a cluster of 3 separate species, C2H7NO4 in total.

Geometry (Å):
C  -1.766  -1.520  -1.815
H  -1.234  -1.471  -2.769
O  -0.642  -0.724  1.405
O  -2.934  -1.764  -1.664
H  -2.546  -0.917  0.650
O  1.634  2.649  1.393
H  1.045  2.836  2.153
H  0.028  -1.191  -0.812
H  2.465  2.877  1.835
O  1.951  0.174  -0.362
H  1.573  0.678  0.349
C  -1.466  -0.803  0.521
H  2.877  0.274  -0.144
N  -0.983  -1.098  -0.741

## Properties
- SMILES = O=CNC=O.O.O
- energy (hartree) = -436.127682
- frontier orbital gap (hartree) = 0.38882



Density functional theory data (the ωB97M-V functional and the def2-TZVPD basis) for a cluster of 2 separate species, C6H10O in total.

Geometry (Å):
O  2.264  1.159  0.776
H  -2.737  -0.485  0.338
C  -0.225  0.641  -1.213
C  0.826  -0.450  -1.582
H  0.457  1.359  1.672
H  0.235  1.573  -0.859
H  -1.669  -0.990  1.657
H  0.598  -2.150  0.057
C  -1.796  -0.257  0.853
C  -0.662  -0.310  -0.113
H  0.602  -0.961  -2.523
C  0.303  -1.200  -0.383
H  -0.967  0.881  -1.982
H  -1.909  0.738  1.299
C  1.382  0.771  1.502
H  1.875  -0.134  -1.574
H  1.437  -0.185  2.058

## Properties
- SMILES = CC1=CCC1.C=O
- energy (hartree) = -309.771261
- frontier orbital gap (hartree) = 0.37239



Density functional theory data (the ωB97M-V functional and the def2-TZVPD basis) for a cluster of 16 separate species, C3H36NO17 in total.

Geometry (Å):
H  -0.078  -2.393  1.745
O  1.892  4.137  1.094
H  1.359  2.276  3.058
H  2.369  -0.266  -3.069
H  -0.043  2.438  2.742
C  2.348  -0.344  -1.963
H  -3.189  -2.414  1.418
H  2.556  -2.561  0.749
H  1.553  -3.647  -0.167
H  -0.869  0.346  -4.341
H  -0.388  -2.924  -2.514
O  -2.379  -2.931  1.414
H  -2.480  -2.342  -1.453
O  -0.346  3.531  -0.268
H  1.132  -2.654  -1.161
O  1.057  -3.602  -1.015
H  2.873  1.289  2.480
O  0.852  -2.717  1.658
H  -2.578  -0.212  -1.782
H  -0.812  2.752  0.093
O  -1.244  -0.535  -4.476
O  -4.162  1.064  1.902
C  1.210  0.500  -1.309
H  3.475  -1.315  0.729
O  -3.054  2.996  0.978
O  3.379  1.560  1.706
H  -1.548  -0.241  1.603
H  -1.012  4.196  -0.068
H  4.412  -0.227  -1.205
H  1.177  -2.605  2.573
O  -1.855  -0.336  2.529
H  0.364  0.274  -1.970
O  -1.218  -2.577  -2.868
O  3.478  -2.279  0.828
O  1.622  -0.079  1.022
H  1.959  4.317  0.158
H  -3.646  0.565  1.262
H  -3.494  2.367  0.421
N  3.671  0.302  -1.618
H  -0.920  -1.819  -3.438
H  2.307  -1.323  -1.463
H  -1.654  0.969  -1.282
O  0.550  2.540  3.506
O  -2.240  0.679  -1.994
H  2.205  3.239  1.272
H  -1.751  -1.650  -0.306
H  -3.676  0.753  2.690
O  -2.620  -1.660  -0.730
H  -1.133  -0.181  3.166
H  -2.654  -3.633  0.804
H  3.612  1.286  -1.498
H  -3.125  2.768  1.896
H  -2.088  -0.503  -3.948
H  1.489  1.546  -1.183
C  0.754  0.135  0.143
O  -0.464  0.277  0.376
H  3.062  0.867  1.075

## Properties
- charge = -1
- energy (hartree) = -1469.811543
- frontier orbital gap (hartree) = 0.32421